{"formula": "C22H50O12P2", "method": "ωB97M-V/def2-TZVPD", "smiles": "COP(=O)(OC)OC.COP(=O)(OC)OC.C1CCOC1.C1CCOC1.C1CCOC1.C1CCOC1", "e_above_lowest_kj_mol": 239.6, "homo_energy_ha": -0.343, "gap_ev": 9.959, "fmax_ev_per_a": 4.27, "symbols": ["C", "O", "P", "O", "O", "C", "O", "C", "H", "H", "H", "H", "H", "H", "H", "H", "H", "C", "O", "P", "O", "O", "C", "O", "C", "H", "H", "H", "H", "H", "H", "H", "H", "H", "C", "C", "C", "O", "C", "H", "H", "H", "H", "H", "H", "H", "H", "C", "C", "C", "O", "C", "H", "H", "H", "H", "H", "H", "H", "H", "C", "C", "C", "O", "C", "H", "H", "H", "H", "H", "H", "H", "H", "C", "C", "C", "O", "C", "H", "H", "H", "H", "H", "H", "H", "H"], "xyz": [[35.7157, -10.9125, -4.5175], [35.0874, -10.0034, -5.3964], [34.0865, -8.9013, -4.8438], [34.4115, -8.4278, -3.4176], [34.1473, -7.7161, -5.8698], [33.2035, -6.6466, -5.6477], [32.6376, -9.6821, -4.9767], [32.0211, -9.9372, -6.2447], [36.6169, -10.4457, -4.1200], [35.9687, -11.8904, -4.9273], [34.9366, -11.0073, -3.7611], [33.7086, -5.6853, -5.5543], [32.6544, -6.6462, -4.7062], [32.6151, -6.4497, -6.5438], [32.6979, -10.5099, -6.8788], [31.8450, -8.9563, -6.6862], [31.0242, -10.3747, -6.1905], [28.9364, -3.7487, -3.1726], [28.1591, -4.8506, -3.5404], [28.8277, -6.1879, -4.2758], [29.8476, -5.8353, -5.2773], [27.5534, -7.0703, -4.7949], [26.7147, -6.6960, -5.8823], [29.4977, -6.9640, -3.0050], [30.5351, -7.9323, -3.1316], [29.9511, -3.6913, -3.5664], [28.9749, -3.6258, -2.0902], [28.4116, -2.9014, -3.6139], [26.4386, -5.6511, -5.7405], [25.9572, -7.4522, -6.0884], [27.4824, -6.7160, -6.6558], [31.4337, -7.6106, -2.6051], [30.8619, -7.7820, -4.1605], [30.3676, -8.9421, -2.7570], [25.1217, -0.7020, -6.0113], [26.6042, -1.2566, -5.8443], [26.5573, -2.4662, -6.6963], [25.2417, -2.9471, -6.6282], [24.2748, -1.9131, -6.1569], [24.9265, -0.1063, -6.9030], [24.8578, -0.0894, -5.1492], [26.8111, -1.5310, -4.8100], [27.3425, -0.4843, -6.0598], [26.9407, -3.3218, -6.1404], [27.0015, -2.3903, -7.6888], [23.7978, -2.1969, -5.2188], [23.5031, -1.6391, -6.8763], [27.5840, -6.9974, 0.0660], [27.5264, -6.4260, 1.4503], [26.9040, -7.5493, 2.2304], [27.0449, -8.7325, 1.4038], [27.9858, -8.4711, 0.4225], [28.3206, -6.4332, -0.5059], [26.6168, -6.9293, -0.4319], [26.9957, -5.4757, 1.5090], [28.5007, -6.3238, 1.9282], [25.8332, -7.3503, 2.1873], [27.2504, -7.4638, 3.2604], [27.8096, -9.0501, -0.4841], [28.9956, -8.6063, 0.8100], [24.9662, -2.2931, -0.6655], [25.3637, -3.5820, -1.3679], [24.8547, -3.3908, -2.8287], [24.9876, -2.0864, -3.0270], [24.7486, -1.3177, -1.8632], [25.6148, -1.8744, 0.1039], [24.0560, -2.3748, -0.0714], [25.0327, -4.5262, -0.9356], [26.4523, -3.5899, -1.3131], [23.7897, -3.6152, -2.8885], [25.4237, -3.9449, -3.5754], [23.7776, -0.8247, -1.9099], [25.6245, -0.6740, -1.7828], [33.5712, -8.8089, -0.2840], [32.2930, -8.7440, 0.4802], [32.7529, -8.3798, 1.8768], [33.9815, -7.5687, 1.6726], [34.7239, -8.2402, 0.5952], [33.6203, -8.2112, -1.1941], [33.9198, -9.8397, -0.3467], [31.8196, -9.7252, 0.4449], [31.6417, -7.9850, 0.0467], [32.9818, -9.2629, 2.4733], [32.0633, -7.7593, 2.4492], [35.2717, -9.0472, 1.0817], [35.4702, -7.6869, 0.0250]]}

=====

{"formula": "C22H50O18P2", "method": "ωB97M-V/def2-TZVPD", "smiles": "CCP([PH4])CC.COC(=O)OC.COC(=O)OC.COC(=O)OC.COC(=O)OC.COC(=O)OC.COC(=O)OC", "homo_energy_ha": -0.267, "gap_ev": 7.767, "fmax_ev_per_a": 1.62, "symbols": ["C", "C", "P", "P", "C", "C", "H", "H", "H", "H", "H", "H", "H", "H", "H", "H", "H", "H", "H", "H", "C", "O", "C", "O", "O", "C", "H", "H", "H", "H", "H", "H", "C", "O", "C", "O", "O", "C", "H", "H", "H", "H", "H", "H", "C", "O", "C", "O", "O", "C", "H", "H", "H", "H", "H", "H", "C", "O", "C", "O", "O", "C", "H", "H", "H", "H", "H", "H", "C", "O", "C", "O", "O", "C", "H", "H", "H", "H", "H", "H", "C", "O", "C", "O", "O", "C", "H", "H", "H", "H", "H", "H"], "xyz": [[4.3933, 0.9368, 4.7265], [2.8758, 0.6146, 4.5338], [1.7093, 2.0135, 4.9706], [2.6356, 4.0180, 4.7054], [0.1351, 1.8719, 3.9484], [-1.0652, 1.5768, 4.9407], [4.6685, 1.9736, 4.5370], [4.9521, 0.2791, 4.0570], [4.6842, 0.6908, 5.7509], [2.6450, -0.2190, 5.2043], [2.7493, 0.2328, 3.5113], [2.9508, 4.0213, 6.1016], [3.5115, 3.6191, 3.6388], [1.3725, 4.5854, 4.3005], [3.2358, 5.3543, 4.6315], [0.1907, 1.0774, 3.1975], [-0.1015, 2.8164, 3.4422], [-0.6295, 1.1094, 5.8243], [-1.5474, 2.5251, 5.1816], [-1.7734, 0.8705, 4.4963], [2.1288, 7.3297, 6.9025], [2.8043, 8.4806, 7.4077], [3.0200, 9.4229, 6.4929], [2.7012, 9.3718, 5.3393], [3.6522, 10.4336, 7.0862], [3.9476, 11.5218, 6.2129], [2.0069, 6.6357, 7.7306], [1.1427, 7.5972, 6.5244], [2.7191, 6.8478, 6.1238], [3.0319, 11.9503, 5.8078], [4.6060, 11.2011, 5.4068], [4.4579, 12.2766, 6.8055], [9.8461, -2.7044, 3.7003], [8.8368, -3.4261, 2.9958], [7.6268, -2.8788, 3.0770], [7.3448, -1.8762, 3.6695], [6.7835, -3.6409, 2.3844], [5.4387, -3.1649, 2.3882], [10.7794, -3.2436, 3.5609], [9.9552, -1.6995, 3.2949], [9.6181, -2.6624, 4.7643], [5.3783, -2.1776, 1.9318], [5.0413, -3.1402, 3.4021], [4.8518, -3.8627, 1.7967], [-1.3408, 0.0759, -2.9140], [-1.3550, 0.9162, -1.7585], [-1.9998, 0.3953, -0.7183], [-2.5408, -0.6741, -0.6861], [-1.9410, 1.2701, 0.2830], [-2.6041, 0.8355, 1.4705], [-0.7913, 0.6040, -3.6883], [-0.8326, -0.8637, -2.7030], [-2.3529, -0.1113, -3.2688], [-2.1460, -0.0756, 1.8550], [-3.6668, 0.6818, 1.2849], [-2.4899, 1.6202, 2.2137], [1.6569, -2.8802, -5.9150], [0.6843, -3.5967, -6.6737], [-0.5250, -3.0399, -6.6647], [-0.8322, -2.0324, -6.0931], [-1.3313, -3.7986, -7.4017], [-2.6743, -3.3185, -7.4834], [2.5924, -3.4270, -5.9984], [1.7971, -1.8776, -6.3168], [1.3683, -2.8326, -4.8658], [-2.7034, -2.3348, -7.9493], [-3.1333, -3.2875, -6.4962], [-3.2317, -4.0132, -8.1071], [-8.4361, -1.1405, 3.9564], [-7.7184, -0.4698, 2.9222], [-7.4339, -1.2424, 1.8750], [-7.7251, -2.3979, 1.7533], [-6.7694, -0.5041, 0.9896], [-6.3953, -1.2121, -0.1933], [-8.6079, -0.4151, 4.7474], [-9.3975, -1.4969, 3.5894], [-7.8518, -1.9678, 4.3567], [-7.2768, -1.5716, -0.7227], [-5.7301, -2.0398, 0.0470], [-5.8633, -0.5122, -0.8321], [-1.6247, -5.8361, -10.9547], [-2.6017, -6.5489, -11.7118], [-3.8095, -5.9891, -11.7014], [-4.1195, -4.9804, -11.1301], [-4.6168, -6.7468, -12.4395], [-5.9559, -6.2607, -12.5170], [-0.6872, -6.3793, -11.0371], [-1.4827, -4.8341, -11.3572], [-1.9094, -5.7886, -9.9044], [-5.9817, -5.2749, -12.9791], [-6.4122, -6.2293, -11.5286], [-6.5120, -6.9565, -13.1398]]}

=====

{"formula": "C22H51BeCl8N3O7", "method": "ωB97M-V/def2-TZVPD", "e_above_lowest_kj_mol": 0.0, "homo_energy_ha": [-0.587, -0.587], "spin_multiplicity": 2, "gap_ev": [4.164, 3.835], "fmax_ev_per_a": 9.02, "charge": 3, "symbols": ["Be", "C", "C", "C", "O", "C", "N", "H", "H", "H", "H", "H", "H", "H", "H", "H", "H", "H", "H", "C", "C", "C", "O", "C", "N", "H", "H", "H", "H", "H", "H", "H", "H", "H", "H", "H", "H", "Cl", "O", "O", "O", "O", "C", "C", "C", "C", "C", "C", "N", "O", "C", "C", "C", "H", "H", "H", "H", "H", "H", "H", "H", "H", "H", "H", "H", "H", "H", "H", "H", "H", "H", "Cl", "C", "C", "Cl", "H", "H", "H", "H", "Cl", "C", "C", "Cl", "H", "H", "H", "H", "C", "Cl", "Cl", "Cl", "H"], "xyz": [[-18.1878, -33.8443, 5.2697], [-21.2969, -28.0790, 6.8301], [-20.2250, -28.1183, 5.7592], [-19.6114, -26.7616, 5.5452], [-18.8035, -26.7577, 4.3783], [-18.4217, -25.4510, 3.9389], [-19.1722, -29.1578, 6.1046], [-18.7384, -28.7798, 6.9347], [-19.5799, -30.0362, 6.3915], [-18.5525, -29.2627, 5.3140], [-20.7590, -27.6197, 7.6596], [-21.5970, -29.1047, 7.0445], [-22.1246, -27.4346, 6.5339], [-20.6757, -28.5293, 4.8558], [-19.1351, -26.3415, 6.4311], [-20.4617, -26.1285, 5.2920], [-17.5560, -25.4337, 3.2768], [-18.1957, -24.7284, 4.7230], [-19.2533, -25.0736, 3.3439], [-15.6580, -26.3834, 6.3764], [-14.1310, -26.6398, 6.4079], [-13.2585, -25.4128, 6.2056], [-11.8501, -25.7902, 6.3572], [-10.9416, -24.7207, 6.4856], [-13.9186, -27.2794, 7.7672], [-14.4742, -26.8970, 8.5189], [-14.4465, -28.1402, 7.7876], [-12.9857, -27.3499, 8.1480], [-15.8609, -25.7592, 7.2466], [-16.3294, -27.2420, 6.3695], [-15.9676, -25.8384, 5.4846], [-13.8099, -27.4329, 5.7326], [-13.6669, -24.6037, 6.8111], [-13.4995, -24.9824, 5.2336], [-10.9676, -24.0811, 5.6033], [-9.9664, -25.1862, 6.6288], [-11.1711, -24.0974, 7.3498], [-16.0252, -30.5908, 4.3115], [-17.0757, -31.4995, 3.9917], [-16.4440, -29.2351, 4.3419], [-15.4739, -31.0105, 5.5472], [-15.0144, -30.7616, 3.3111], [-16.2700, -33.3994, 1.0042], [-15.6303, -34.8418, 0.8585], [-14.1875, -34.6173, 0.2614], [-13.3386, -35.9196, 0.3710], [-13.3560, -36.4695, 1.8510], [-14.8117, -36.6625, 2.4380], [-15.5979, -35.4246, 2.2007], [-16.8622, -35.3641, 2.9214], [-15.3866, -37.9515, 1.8758], [-14.6082, -36.8449, 3.9409], [-16.4503, -35.6252, -0.2186], [-15.5523, -32.7590, 1.5170], [-17.1438, -33.2493, 1.6383], [-16.6000, -32.8858, 0.1012], [-14.2782, -34.2737, -0.7690], [-13.7038, -33.7947, 0.7881], [-12.3074, -35.8005, 0.0384], [-13.6484, -36.7417, -0.2741], [-12.7190, -35.7705, 2.3928], [-12.6662, -37.3095, 1.9322], [-16.2802, -38.2360, 2.4314], [-15.5529, -37.9234, 0.7989], [-14.7009, -38.7526, 2.1518], [-15.5116, -36.9117, 4.5471], [-14.0690, -37.7542, 4.2064], [-13.9804, -36.0313, 4.3041], [-16.9664, -35.0322, -0.9736], [-17.2712, -36.0527, 0.3571], [-15.8467, -36.4090, -0.6763], [-19.1947, -27.2656, 0.4453], [-18.3687, -28.4229, 1.5054], [-18.5688, -29.8417, 1.0978], [-17.6822, -30.0848, -0.4400], [-18.7808, -28.4624, 2.5137], [-17.2952, -28.2529, 1.5874], [-19.6268, -30.0757, 0.9793], [-18.1133, -30.6189, 1.7113], [-10.8423, -31.6302, 10.2426], [-11.9758, -31.9577, 8.8714], [-12.4853, -30.6996, 8.1487], [-11.2572, -29.8790, 7.1725], [-12.7697, -32.5637, 9.3078], [-11.4244, -32.5973, 8.1823], [-12.9134, -30.0217, 8.8871], [-13.2801, -30.9939, 7.4633], [-13.4008, -28.0443, 1.6120], [-12.5319, -28.0718, 3.1221], [-12.3144, -27.7703, 0.2317], [-14.5566, -26.6596, 1.6568], [-13.8963, -29.0100, 1.5121]]}

=====

{"formula": "C22H51CuF3N5O14S3", "method": "ωB97M-V/def2-TZVPD", "homo_energy_ha": [-0.427, -0.427], "spin_multiplicity": 2, "gap_ev": [9.898, 8.407], "fmax_ev_per_a": 4.74, "charge": 1, "symbols": ["Cu", "C", "F", "F", "F", "S", "O", "O", "O", "C", "C", "O", "N", "C", "H", "H", "H", "H", "H", "H", "H", "C", "C", "O", "N", "C", "H", "H", "H", "H", "H", "H", "H", "C", "C", "O", "N", "C", "H", "H", "H", "H", "H", "H", "H", "C", "C", "O", "N", "C", "H", "H", "H", "H", "H", "H", "H", "C", "C", "O", "N", "C", "H", "H", "H", "H", "H", "H", "H", "O", "S", "O", "O", "C", "C", "C", "H", "H", "H", "H", "H", "H", "H", "H", "O", "S", "O", "O", "C", "C", "C", "H", "H", "H", "H", "H", "H", "H", "H"], "xyz": [[-0.9658, -0.1759, -0.0443], [-4.0829, 1.8795, -2.9509], [-4.6800, 2.5115, -3.9813], [-4.6108, 2.2086, -1.7309], [-4.3919, 0.5752, -3.1226], [-2.2393, 2.1012, -2.9953], [-1.8045, 1.2416, -1.8984], [-1.7670, 1.6482, -4.2433], [-1.9748, 3.4839, -2.7213], [-2.4470, -3.6945, 1.9751], [-1.0136, -4.1283, 1.7432], [-0.0949, -3.4975, 2.2041], [-0.8230, -5.2671, 0.9529], [0.5585, -5.8170, 0.8957], [-2.6022, -3.6143, 3.0433], [-3.1350, -4.4467, 1.5844], [-2.6184, -2.7053, 1.5359], [-1.5774, -5.9289, 1.0837], [0.6385, -6.6981, 0.2436], [0.8504, -6.1916, 1.8826], [1.2137, -5.0116, 0.6163], [1.3499, 3.1223, 1.5732], [0.2858, 2.4973, 0.7266], [0.0491, 1.2636, 0.8954], [-0.3532, 3.3271, -0.0945], [0.0029, 4.7090, -0.4462], [1.1065, 4.1462, 1.9075], [2.3121, 3.1341, 1.0128], [1.4016, 2.5079, 2.4824], [-1.0641, 2.9363, -0.6959], [-0.7404, 5.0910, -1.1519], [0.9824, 4.8086, -0.8894], [-0.0139, 5.3693, 0.4276], [-4.3589, -1.0021, -0.7409], [-3.2696, -1.9999, -1.0150], [-2.1286, -1.9393, -0.5223], [-3.6539, -3.1052, -1.7014], [-2.8067, -4.2831, -1.9801], [-4.1161, 0.0695, -0.6876], [-4.8084, -1.3429, 0.2243], [-5.1790, -1.1115, -1.4582], [-4.5730, -3.0479, -2.0424], [-1.7592, -3.9362, -1.9456], [-3.1031, -4.7297, -2.9518], [-2.8862, -5.0858, -1.1947], [-1.4104, -0.2391, 3.3115], [-2.3425, 0.4906, 2.4298], [-2.3154, 0.4064, 1.1892], [-3.2873, 1.2232, 3.0377], [-4.3300, 1.9605, 2.3270], [-1.7285, -0.3100, 4.3749], [-0.4693, 0.2990, 3.2614], [-1.2705, -1.2470, 2.9677], [-3.2822, 1.2092, 4.0561], [-5.0668, 2.2296, 3.0983], [-4.6411, 1.3205, 1.5000], [-3.9778, 2.8669, 1.8684], [2.1964, -2.0189, -1.5109], [0.9265, -1.5609, -2.0865], [0.1036, -0.9393, -1.4054], [0.6714, -1.8087, -3.3778], [-0.4653, -1.3078, -4.1131], [2.6214, -1.0161, -1.2473], [2.7617, -2.5764, -2.2712], [1.9566, -2.5742, -0.5947], [1.3643, -2.3565, -3.8915], [-0.8448, -2.0949, -4.7765], [-0.1631, -0.4950, -4.7549], [-1.1444, -0.8895, -3.3818], [3.9071, 1.5163, -3.2341], [2.7171, 2.0220, -2.5679], [1.7223, 1.2102, -1.9971], [3.0792, 3.0970, -1.4642], [4.3265, 3.7702, -1.4381], [5.3634, 2.9402, -0.7614], [1.7361, 3.1258, -3.8049], [4.0894, 4.7060, -0.9153], [4.4654, 4.2262, -2.4178], [5.5102, 1.9680, -1.2180], [5.1199, 2.8785, 0.3050], [6.3260, 3.4907, -0.7069], [0.9068, 3.6375, -3.3299], [1.3030, 2.4058, -4.4932], [2.3881, 3.8109, -4.3526], [1.4145, -0.8683, 1.0396], [2.6342, -0.4813, 1.6508], [3.4745, 0.4671, 1.0380], [2.2523, 0.0307, 3.0470], [3.2111, 0.6161, 3.9523], [2.7144, 0.3763, 5.3509], [3.5919, -1.8961, 1.9886], [3.1878, 1.6891, 3.7066], [4.2314, 0.2689, 3.7803], [3.4686, 0.8531, 5.9723], [2.6769, -0.6776, 5.6088], [1.7959, 0.9210, 5.5003], [3.9267, -2.0733, 0.9768], [2.9849, -2.7026, 2.3939], [4.5032, -1.7710, 2.5757]]}